Entry 1:
Density functional theory data (the ωB97M-V functional and the def2-TZVPD basis) for C29H50N5O3S3Si3Yb as an isolated structure in a non-equilibrium geometry.

Geometry (Å):
Yb 0.45267 0.25121 -0.58873
C 0.67972 -1.84286 -3.86901
O 0.32776 -1.69061 -2.49623
Si -1.10085 -2.39377 -1.91557
C -2.52381 -1.65798 -2.86446
C -1.13254 -4.20583 -2.39870
C -0.92174 -1.99536 -0.12893
Si -0.01352 -3.40234 0.70719
C 0.71292 -2.85659 2.36879
C -1.02974 -4.92532 1.15050
C 1.38469 -4.19072 -0.31034
Si -2.64420 -1.90887 0.59578
C -3.79354 -3.31475 0.07805
C -2.70238 -2.06308 2.49434
C -3.59799 -0.36045 0.08164
H -0.00126 -1.28780 -4.51473
H 0.66624 -2.90237 -4.13824
H 1.67884 -1.44347 -4.02781
H -2.42021 -1.94323 -3.91533
H -2.55125 -0.57088 -2.80805
H -3.48455 -2.04591 -2.52560
H -1.38528 -4.30546 -3.45653
H -1.91817 -4.71397 -1.83438
H -0.19861 -4.73495 -2.21915
H 0.15326 -3.29296 3.19906
H 0.65052 -1.77571 2.47595
H 1.75669 -3.15746 2.48849
H -1.82078 -4.73995 1.87236
H -0.34740 -5.65823 1.59214
H -1.47520 -5.38433 0.26740
H 1.54765 -3.71754 -1.27573
H 1.12560 -5.23491 -0.49771
H 2.33078 -4.19531 0.23617
H -3.47879 -4.27629 0.48101
H -3.88695 -3.42230 -1.00157
H -4.79417 -3.10381 0.46734
H -2.77300 -3.11256 2.77907
H -3.60849 -1.57604 2.86658
H -1.85140 -1.66054 3.04165
H -4.27755 -0.60812 -0.73641
H -2.96281 0.44909 -0.27896
H -4.21001 0.02410 0.90113
O -0.75675 7.83425 -0.06168
N -1.70604 7.14585 0.25508
O -2.85187 7.52826 0.32754
C -1.45786 5.69081 0.44938
C -2.29004 5.06683 1.29596
C -2.08963 3.68297 1.60344
C -2.90037 3.00531 2.52940
C -2.64873 1.68869 2.79630
C -1.62427 1.05713 2.08204
N -0.86296 1.66087 1.19566
C -1.05515 2.98412 0.98177
C -0.14920 3.67968 0.09932
N 0.86931 2.95599 -0.40598
C 1.72142 3.56227 -1.20519
C 1.56974 4.89263 -1.61596
C 0.53481 5.62955 -1.11805
C -0.34373 5.03588 -0.18778
H -3.10105 5.61430 1.75528
H -3.70622 3.53620 3.02095
H -3.23663 1.12183 3.50369
H -1.43247 0.00798 2.23126
H 2.54603 2.97170 -1.57666
H 2.25818 5.31141 -2.33488
H 0.39182 6.65244 -1.42749
C 4.18853 0.57897 -1.73835
N 3.39641 -0.10573 -0.71464
C 3.18489 -1.48826 -1.11927
C 4.12554 -0.08730 0.55796
C 3.22117 -0.14149 1.76696
N 2.21577 0.92778 1.76771
C 1.52089 0.90227 3.06041
C 2.87198 2.23121 1.66119
H 5.17419 0.10420 -1.84597
H 4.33851 1.62249 -1.46083
H 3.68126 0.54697 -2.69823
H 2.64713 -2.01055 -0.33252
H 4.13451 -2.01535 -1.28950
H 2.58627 -1.52774 -2.02644
H 4.74246 0.80994 0.59233
H 4.82041 -0.93706 0.61038
H 3.85401 -0.06654 2.66553
H 2.70336 -1.09993 1.82612
H 2.23529 1.01835 3.88729
H 0.99748 -0.03823 3.20152
H 0.80337 1.71678 3.11114
H 3.65199 2.33516 2.42967
H 2.13720 3.01953 1.80052
H 3.32117 2.36599 0.68093
S -0.46150 3.13899 -4.45521
C -0.21884 1.98466 -3.28450
S -1.43204 1.63947 -2.09455
S 1.31914 1.20670 -3.09549

As for the total charge: 0. Its relative energy (zero: lowest compared OMol25 entry of this formula, charge and spin) is 23.1 kcal per mole. The calculation puts the HOMO-LUMO gap (spin up / spin down) at 5.6 / 5.6 eV. The calculation puts the energy at -4856.3794 Ha. Its spin multiplicity is 2.

=====

Entry 2:
Density functional theory data (the ωB97M-V functional and the def2-TZVPD basis) for C29H50N5O3S3Si3Yb as an isolated structure in a non-equilibrium geometry.

Geometry (Å):
Yb -0.23445 0.69490 0.14397
C 1.46830 -1.39585 3.55061
O 1.21938 -0.37057 2.57642
Si 2.13702 1.03854 2.39694
C 3.38736 0.60575 1.08157
C 3.08453 1.41409 3.94709
C 0.81403 2.18582 1.86599
Si -0.50030 2.25525 3.19200
C -2.15049 1.53988 2.58010
C -0.26604 1.28017 4.77061
C -0.79740 3.99263 3.82912
Si 1.60448 3.65614 1.07479
C 1.90750 3.19396 -0.72244
C 3.27563 4.08073 1.81094
C 0.72525 5.30790 1.03921
H 1.47504 -0.99125 4.56467
H 2.42778 -1.89936 3.37628
H 0.66984 -2.13737 3.48031
H 4.19201 0.00612 1.52846
H 3.84513 1.48216 0.60750
H 2.92365 -0.02522 0.30513
H 3.49325 0.49719 4.39350
H 2.46043 1.91218 4.69650
H 3.92862 2.07719 3.71588
H -2.26995 1.46276 1.49899
H -3.00492 2.14679 2.91348
H -2.28083 0.53251 2.98052
H -0.27309 0.20156 4.58182
H -1.13469 1.51314 5.39975
H 0.63735 1.53365 5.34335
H -1.16442 4.71780 3.08844
H 0.13863 4.39620 4.25044
H -1.53752 3.93610 4.63973
H 2.48174 2.25414 -0.80301
H 2.48269 3.96305 -1.25886
H 0.95600 3.08366 -1.25453
H 4.01134 3.26778 1.73285
H 3.16957 4.33065 2.88060
H 3.69147 4.96008 1.29992
H -0.07883 5.35087 0.29549
H 1.47295 6.06467 0.76269
H 0.31222 5.59477 2.01732
O -6.47255 4.16402 -3.86862
N -5.71927 4.53302 -2.99618
O -5.97032 5.42267 -2.21068
C -4.38408 3.85699 -2.89177
C -3.94063 3.30594 -4.01792
C -2.63288 2.73071 -4.08534
C -2.10589 2.27992 -5.30557
C -0.81752 1.83474 -5.34398
C -0.10065 1.79420 -4.14227
N -0.58837 2.14217 -2.97155
C -1.84201 2.65273 -2.93973
C -2.35992 3.20711 -1.69201
N -1.57650 3.10732 -0.58851
C -1.96230 3.72632 0.49951
C -3.18619 4.38238 0.62604
C -4.02712 4.41374 -0.44316
C -3.60792 3.85245 -1.66981
H -4.55825 3.34268 -4.90336
H -2.72058 2.31847 -6.20027
H -0.35083 1.50777 -6.26490
H 0.92248 1.43535 -4.15465
H -1.28285 3.68813 1.33498
H -3.46465 4.83042 1.57439
H -4.99108 4.88249 -0.36156
C 1.81646 -0.42360 -2.32809
N 0.76733 -1.27023 -1.75340
C -0.39823 -1.30431 -2.65204
C 1.22052 -2.67143 -1.65768
C 2.51486 -2.94042 -0.91510
N 2.53898 -2.53616 0.48019
C 1.60013 -3.34319 1.26382
C 3.88764 -2.67919 1.01241
H 2.04968 -0.69501 -3.36735
H 2.72628 -0.49556 -1.73798
H 1.50559 0.62059 -2.31434
H -0.11561 -1.75840 -3.61483
H -0.78188 -0.31379 -2.83169
H -1.19253 -1.89223 -2.19956
H 1.36875 -3.03787 -2.68211
H 0.39946 -3.24797 -1.22727
H 3.34530 -2.45716 -1.43299
H 2.69738 -4.02507 -1.00139
H 1.77363 -4.42352 1.10398
H 0.56492 -3.11339 1.00922
H 1.73593 -3.13717 2.32681
H 4.23602 -3.72546 0.99066
H 3.92207 -2.33255 2.04787
H 4.58617 -2.07489 0.42996
S -4.13982 -2.21355 -0.22392
C -2.85357 -1.20290 -0.06783
S -1.47706 -1.57393 0.94789
S -2.74849 0.32133 -0.91206

As for the total charge: 0. Its relative energy (zero: lowest compared OMol25 entry of this formula, charge and spin) is 57.3 kcal per mole. The calculation puts the HOMO-LUMO gap (spin up / spin down) at 5.9 / 5.9 eV. The calculation puts the energy at -4856.3248 Ha. Its spin multiplicity is 2.